Formula: C6H9ClN2
Source: OMol25
Level of theory: ωB97M-V/def2-TZVPD

Values from the calculation:
- HOMO-LUMO gap: 7.642 eV
- Calculated total energy: -803.591151 Ha
- Energy relative to the best compared isomer or geometry (same formula, charge and spin): 252.0 kJ/mol

Last column: Löwdin charge in e.
Cartesian coordinates (Å):
N (-2.3982, -0.0469, -0.1760)  -0.16
H (0.5066, 1.7997, -0.1134)  0.08
H (2.2753, 1.0278, 1.7439)  0.12
C (2.0173, -1.0256, -0.7187)  -0.14
N (2.6181, -0.5870, 0.4139)  0.02
H (-2.8664, -0.3836, -1.0038)  0.14
C (2.0635, 0.6539, 0.7264)  -0.14
C (1.1543, 0.9490, -0.1979)  -0.18
H (0.4684, 0.1412, -1.9951)  0.11
C (-1.9854, -0.9432, 0.6690)  -0.69
H (-1.6558, -0.5435, 1.5941)  0.07
H (-2.6443, 1.9100, -0.7195)  -0.01
Cl (-2.0544, -2.5719, 0.2463)  0.62
C (1.1903, -0.0093, -1.1702)  -0.13
H (2.1131, -2.0923, -1.0554)  0.12
H (3.1686, -1.1955, 0.9476)  0.12
C (-2.1889, 1.2578, -0.1240)  -0.07
H (-1.7822, 1.6592, 0.9326)  0.12

=====

Formula: C6H9ClN2OS
Source: OMol25
Level of theory: ωB97M-V/def2-TZVPD

Values from the calculation:
- HOMO-LUMO gap: 9.243 eV
- Calculated total energy: -1276.981310 Ha
- SMILES: [H]/N=C(/NO)SC.C#CC(=C)Cl
- Energy relative to the best compared isomer or geometry (same formula, charge and spin): 253.6 kJ/mol

Last column: Löwdin charge in e.
Cartesian coordinates (Å):
S (-1.3063, -0.6744, 0.0306)  0.93
C (2.3963, -1.1264, 0.7670)  -0.76
H (-1.4540, 1.3912, -2.8931)  0.13
C (1.4909, -0.1935, 0.4782)  -0.06
O (-1.0866, 2.1621, -1.1124)  -0.07
C (3.4233, -0.9702, 1.7501)  -0.19
N (-0.9287, -0.8469, -2.6357)  0.10
N (-1.7020, 1.1907, -1.9264)  -0.07
H (-3.3653, 0.5890, 0.1337)  0.04
H (-0.8086, -1.8191, -2.3565)  0.04
H (5.0579, -0.7309, 3.3100)  0.03
C (-2.5358, 0.3949, 0.8164)  -0.37
H (1.5088, 0.7520, 1.0075)  0.09
H (-2.0888, 1.3338, 1.1498)  0.03
H (-2.9139, -0.1526, 1.6825)  0.04
H (0.7314, -0.3592, -0.2754)  -0.06
C (4.2913, -0.8441, 2.5767)  0.13
Cl (2.3913, -2.6608, -0.0646)  0.65
H (-1.8316, 2.6821, -0.7848)  0.09
C (-1.2697, -0.1176, -1.6537)  -0.74

=====

Formula: C6H9ClN2OS2
Source: OMol25
Level of theory: ωB97M-V/def2-TZVPD

Values from the calculation:
- HOMO-LUMO gap: 7.829 eV
- Calculated total energy: -1675.200166 Ha
- SMILES: N/C=C(\Cl)C=S.C=CN(O)C=S
- Energy relative to the best compared isomer or geometry (same formula, charge and spin): 65.7 kJ/mol

Last column: Löwdin charge in e.
Cartesian coordinates (Å):
S (3.7456, -1.0569, -0.2365)  0.63
Cl (-1.5804, 0.7660, -0.6210)  0.81
N (-3.8154, -0.9538, -1.7087)  0.10
O (0.5704, 1.1772, 0.0502)  -0.22
C (2.2270, 2.7811, 1.5796)  0.04
S (-0.6586, -3.3004, 0.5108)  0.65
N (1.8624, 0.7644, 0.3141)  -0.23
C (-2.8353, -1.5689, -1.0356)  -0.21
C (-1.7473, -0.9712, -0.4720)  -0.68
H (-4.5864, -1.4735, -2.0941)  0.11
H (1.4388, -0.8018, -0.8676)  0.07
C (-0.7315, -1.6855, 0.2357)  -0.71
H (-3.7984, 0.0458, -1.8425)  0.08
H (1.2439, 3.1745, 1.3601)  0.05
C (2.2604, -0.3694, -0.2976)  -0.67
H (2.8899, 3.3780, 2.1943)  0.06
H (-2.9125, -2.6481, -0.9269)  0.11
C (2.6519, 1.6164, 1.1002)  -0.15
H (0.0666, -1.0492, 0.6218)  0.01
H (0.0694, 0.9695, 0.8564)  0.06
H (3.6395, 1.2059, 1.2792)  0.08

=====

Formula: C6H9ClN5OS
Source: OMol25
Level of theory: ωB97M-V/def2-TZVPD

Values from the calculation:
- HOMO-LUMO gap (spin up / spin down): 7.805 / 5.292 eV
- Calculated total energy: -1441.031866 Ha
- Net charge: +1
- Energy relative to the best compared isomer or geometry (same formula, charge and spin): 199.1 kJ/mol

Last column: Löwdin charge in e.
Cartesian coordinates (Å):
C (-1.5304, 1.4801, 0.0748)  -0.43
H (-2.5305, 2.9832, 1.2393)  0.12
Cl (4.7717, 0.3002, -0.5292)  0.55
C (-0.0527, -3.5270, -0.5558)  -0.40
H (-2.3775, -1.5331, -0.0409)  0.13
H (-1.3588, 0.1466, -1.4311)  0.09
C (-0.0952, -1.2720, 0.2798)  -0.64
N (-1.2372, -3.0553, -0.5514)  -0.01
C (-1.3115, -1.7508, -0.2014)  -0.19
H (-1.6903, 1.7731, -1.9541)  0.16
N (-2.1689, 2.6320, 0.3606)  0.16
N (-0.7671, 0.9370, 1.0112)  0.09
H (0.2570, -4.4655, -0.8771)  0.06
H (-0.6538, 1.1942, 1.9931)  0.18
H (3.1544, -0.8458, 0.8282)  0.06
S (1.1583, -2.4666, 0.1667)  1.07
H (3.5533, 0.7110, 1.5003)  0.13
C (2.2376, 0.9285, -0.2097)  -0.22
H (-2.9598, 2.9037, -0.3684)  0.19
C (3.2264, 0.2459, 0.5253)  -0.49
N (-1.6977, 1.0675, -1.1882)  0.20
O (1.9528, 1.7644, -1.0089)  0.16
N (0.1199, -0.1510, 0.9369)  0.01